Here is a structure of composition C36H27N6OPRh in a non-equilibrium geometry from OMol25. Energies are from ωB97M-V/def2-TZVPD.

Each line ends with the Mulliken spin population.
Element x y z (Å)
Rh -0.56 -0.77 -0.20  2.859
C 3.71 -2.08 -0.82  0.009
C 2.38 -1.86 -0.98  0.002
N 1.58 -1.47 0.04  0.166
C 2.07 -1.45 1.25  0.035
C 3.46 -1.72 1.36  0.004
N 4.23 -2.04 0.37  0.000
C 1.08 -1.27 2.34  0.000
C 1.41 -1.48 3.64  -0.001
C 0.39 -1.49 4.60  0.008
C -0.97 -1.46 4.17  0.000
C -1.17 -1.35 2.80  0.017
N -0.20 -1.28 1.90  0.180
C -2.54 -1.12 2.19  0.027
C -3.68 -1.07 2.93  0.004
N -4.91 -0.87 2.41  0.000
C -4.93 -0.83 1.11  0.012
C -3.78 -0.90 0.30  -0.002
N -2.60 -1.00 0.87  0.120
C 0.69 -1.64 5.99  0.000
C 1.35 -0.74 6.83  0.006
C 1.39 -0.95 8.22  -0.001
N 0.97 -2.05 8.76  0.003
C 0.36 -2.95 7.97  -0.001
C 0.21 -2.80 6.60  0.003
H 4.29 -2.20 -1.78  0.002
H 1.94 -1.95 -1.96  0.014
H 3.97 -1.66 2.29  0.002
H 2.43 -1.51 3.85  0.001
H -1.90 -1.50 4.76  0.000
H -3.67 -1.13 4.03  0.001
H -5.82 -0.65 0.56  0.001
H -3.98 -0.95 -0.77  0.009
H 1.76 0.30 6.51  0.000
H 1.85 -0.29 8.89  0.000
H 0.08 -3.88 8.51  0.000
H -0.10 -3.57 5.96  0.000
O -0.14 1.04 -0.91  0.332
P -0.09 1.47 -2.46  0.045
C -1.24 0.23 -3.10  -0.040
C -2.55 0.59 -3.12  -0.003
C -3.53 -0.39 -3.33  0.036
C -3.17 -1.71 -3.28  -0.011
C -1.81 -2.09 -3.09  -0.010
C -0.80 -1.09 -3.08  0.124
C 1.59 1.27 -3.23  -0.005
C 2.63 1.80 -2.47  0.011
C 3.90 1.66 -2.90  -0.001
C 4.21 0.99 -4.11  0.003
C 3.16 0.58 -4.91  0.000
C 1.86 0.58 -4.48  0.001
C -0.74 3.02 -2.66  0.013
C -0.93 3.32 -4.02  0.004
C -0.99 4.59 -4.47  0.003
C -1.01 5.61 -3.58  0.000
C -0.76 5.40 -2.22  -0.001
C -0.64 4.09 -1.74  0.000
H -2.88 1.60 -3.16  0.000
H -4.62 -0.07 -3.42  -0.002
H -3.98 -2.40 -3.47  0.001
H -1.41 -3.06 -3.13  0.003
H 0.26 -1.31 -3.14  0.011
H 2.50 2.39 -1.57  0.002
H 4.74 1.99 -2.39  0.000
H 5.23 0.97 -4.46  0.000
H 3.50 0.20 -5.89  0.000
H 1.03 0.32 -5.09  -0.001
H -0.82 2.51 -4.79  0.000
H -1.11 4.79 -5.52  0.000
H -1.21 6.55 -3.96  0.000
H -0.63 6.32 -1.63  0.000
H -0.37 3.88 -0.70  0.000

Calculated values
Multiplicity = 5
Molecular weight = 693.53 u
Frontier orbital gap (spin up / spin down) = 6.292 / 3.295 eV
Charge = +3